## 1
A 2-piece molecular cluster, C4H11N3 overall, computed with ωB97M-V/def2-TZVPD.

Summary:
Multiplicity: 1
E_HOMO (spin up / spin down) in eV: -7.3 / -7.3
LUMO (spin up / spin down) in eV: 0.824 / 0.822
Charge: 0

Atoms and positions in Å:
C  0.9027  0.5098  0.6060
C  -0.5937  -1.1924  0.6377
C  0.8716  1.6659  1.5594
C  -1.9386  -0.8165  0.0953
N  0.8206  -0.1107  -2.7218
N  0.9464  0.7700  -0.7074
N  0.3347  -0.0721  -1.4585
H  1.4168  -0.3981  0.9073
H  1.8138  0.0532  -2.8570
H  0.4139  -0.8573  -3.2616
H  -0.5376  -1.2384  1.7218
H  -0.1209  -2.0613  0.1922
H  0.6199  2.5924  1.0434
H  1.8346  1.7917  2.0593
H  0.1155  1.5147  2.3358
H  -2.1141  0.2610  0.1585
H  -2.0448  -1.0864  -0.9544
H  -2.7408  -1.3255  0.6439



## 2
C4H11N3 in the gas phase, computed with ωB97M-V/def2-TZVPD.

Summary:
Multiplicity: 1
E_HOMO in eV: -7.9
LUMO in eV: 1.045
Charge: 0

Atoms and positions in Å:
C  -0.3864  -3.0199  0.5224
C  -0.8736  2.6370  -1.4439
C  0.1011  -1.7505  1.2956
C  0.3379  2.2561  -0.3835
N  1.0282  0.0468  0.0776
N  1.0565  -1.0732  0.5517
N  0.1471  0.9287  0.1194
H  -0.9305  -2.7965  -0.3650
H  -1.0491  -3.5492  1.2236
H  0.5576  -3.5956  0.3319
H  -1.0420  3.6772  -1.4666
H  -1.8461  2.1290  -1.2373
H  -0.5452  2.3741  -2.4156
H  0.7266  -2.3468  2.1661
H  -0.7778  -1.3640  1.7561
H  0.2981  2.8194  0.5123
H  1.3366  2.3485  -0.8010
H  1.8609  0.2791  -0.4440



2 wins, 55.8 kJ/mol ahead of the next structure.



## 1
C4H11N3 in the gas phase, computed with ωB97M-V/def2-TZVPD.

Summary:
Multiplicity: 1
E_HOMO in eV: -8.8
LUMO in eV: 1.010
SMILES string: [H]/N=C/NCCCN
Charge: 0

Atoms and positions in Å:
C  1.9035  -0.3307  -0.6670
C  1.1942  -0.0182  0.5692
C  -0.2890  -0.0218  0.5555
N  -2.9498  0.1353  0.7337
C  -2.4008  1.1462  0.1369
N  -1.0583  1.0099  -0.0787
N  1.5626  -1.6122  -1.3589
H  1.7822  0.6866  -1.4411
H  3.0077  -0.2169  -0.3390
H  1.5233  0.9003  1.1306
H  1.4725  -0.7882  1.3692
H  -0.6918  -1.0554  0.3510
H  -0.6239  -0.0986  1.6788
H  -3.7818  0.4339  1.2730
H  -2.6473  2.1597  0.4050
H  -0.6426  1.4850  -0.8362
H  2.0959  -1.8209  -2.1843
H  0.5433  -1.9941  -1.2977



## 2
C4H11N3 in the gas phase, computed with ωB97M-V/def2-TZVPD.

Summary:
Multiplicity: 1
E_HOMO in eV: -8.2
LUMO in eV: 1.006
SMILES string: [H]/N=C\NCCCN
Charge: 0

Atoms and positions in Å:
C  -1.5141  -0.1315  -0.8380
C  -1.2293  1.0095  0.1450
C  0.2597  0.9985  0.4293
N  1.6840  -1.4666  0.0276
C  1.4261  -1.0927  1.1976
N  0.6266  0.0154  1.4905
N  -0.9651  0.3481  -2.1022
H  -1.0646  -1.1744  -0.7385
H  -2.6781  -0.1983  -0.7611
H  -1.7038  0.8410  1.1076
H  -1.6195  1.8299  -0.4219
H  0.9175  1.0043  -0.5119
H  0.4395  1.9634  0.9879
H  2.3909  -0.9497  -0.4825
H  1.6849  -1.5634  2.1848
H  0.1516  0.2267  2.3399
H  0.0184  0.2856  -2.3586
H  -1.6101  0.7535  -2.8610



## 3
C4H11N3 in the gas phase, computed with ωB97M-V/def2-TZVPD.

Summary:
Multiplicity: 1
E_HOMO in eV: -6.4
LUMO in eV: 0.466
SMILES string: N/C=C(\N)CCN
Charge: 0

Atoms and positions in Å:
C  0.9110  0.5752  1.3488
C  -0.4498  1.0946  0.7429
C  -0.6343  0.4145  -0.6520
C  0.3942  0.1577  -1.5534
N  1.0273  -1.1280  -1.5957
N  -1.9347  -0.2283  -0.8241
N  0.5245  -0.5540  2.1934
H  1.2515  1.4494  1.9312
H  1.5848  0.2554  0.5546
H  -1.3181  0.9490  1.3637
H  -0.4512  2.1644  0.4870
H  1.0211  0.9402  -1.9984
H  2.0245  -1.2040  -1.4966
H  0.6087  -1.7112  -0.8904
H  -2.7207  0.3462  -1.0907
H  -2.0334  -1.1328  -1.2765
H  1.2444  -0.8376  2.8399
H  0.0587  -1.3323  1.7490



1 wins, 36.5 kJ/mol ahead of the next structure.



## 1
A 2-piece molecular cluster, C3H3BrF2 overall, computed with ωB97M-V/def2-TZVPD.

Summary:
Multiplicity: 1
E_HOMO in eV: -9.7
LUMO in eV: 0.674
Charge: 0

Atoms and positions in Å:
C  -1.1800  1.0208  0.0759
C  -0.5155  0.2774  -0.7432
C  0.9768  -0.8380  0.2685
F  1.1425  -0.0844  1.3773
F  0.4113  -2.0353  0.5141
Br  2.5649  -1.2075  -0.6610
H  -1.9084  1.6758  -0.2289
H  -1.0755  1.2006  1.1809
H  -0.4160  -0.0095  -1.7837



## 2
C3H3BrF2 in the gas phase, computed with ωB97M-V/def2-TZVPD.

Summary:
Multiplicity: 1
E_HOMO in eV: -9.0
LUMO in eV: -0.397
Charge: 0

Atoms and positions in Å:
C  -1.0882  1.5622  -1.2520
C  -0.5881  1.0708  -0.1350
C  1.7896  -2.1835  0.9721
F  -0.8505  1.4192  1.1224
F  0.8348  -3.0928  1.0361
Br  0.6837  -0.5200  -0.2816
H  -1.6617  2.4484  -1.4028
H  -1.0739  1.0424  -2.1284
H  1.9543  -1.7467  2.0691



1 wins, 211.4 kJ/mol ahead of the next structure.



## 1
A 2-piece molecular cluster, C3H8NS overall, computed with ωB97M-V/def2-TZVPD.

Summary:
Multiplicity: 1
E_HOMO in eV: -2.3
LUMO in eV: 3.925
Charge: -1

Atoms and positions in Å:
C  -0.5293  0.1745  1.8806
S  -1.7841  0.8872  0.7480
H  -0.8234  -0.7920  2.3134
H  -0.3301  0.8276  2.7315
H  0.3565  -0.0355  1.2826
C  2.4329  -0.8668  -0.6276
C  1.6491  -0.3831  -1.5872
N  0.2300  -0.5928  -1.6962
H  2.0581  -1.4883  0.1631
H  3.4992  -0.6924  -0.7246
H  1.9969  0.2089  -2.4298
H  0.0527  -1.5951  -1.5657
H  -0.3143  -0.1516  -0.9366



## 2
A 2-piece molecular cluster, C3H8NS overall, computed with ωB97M-V/def2-TZVPD.

Summary:
Multiplicity: 1
E_HOMO in eV: -2.3
LUMO in eV: 4.042
Charge: -1

Atoms and positions in Å:
C  2.2063  0.6329  0.4585
S  2.3129  0.5668  -1.3511
H  1.2472  0.1525  0.7877
H  3.0970  0.1967  0.9940
H  2.2764  1.7811  0.6453
C  -1.9647  0.3189  0.2860
C  -0.6130  -1.4285  -0.7985
N  -1.7819  -1.0870  -0.3233
H  -1.0737  0.9023  0.6604
H  -2.6225  0.1603  1.2178
H  -2.7225  0.8591  -0.3927
H  -0.6521  -2.1719  -1.6209
H  0.2905  -0.8832  -0.5631



1 wins, 92.7 kJ/mol ahead of the next structure.



## 1
A 2-piece molecular cluster, C3H8NS overall, computed with ωB97M-V/def2-TZVPD.

Summary:
Multiplicity: 1
E_HOMO in eV: -2.0
LUMO in eV: 4.012
Charge: -1

Atoms and positions in Å:
C  3.2573  0.0010  -0.4517
S  1.5496  -0.5599  -0.8030
H  3.3743  0.9115  -1.0456
H  3.4446  0.2491  0.5974
H  4.0138  -0.7362  -0.7296
C  -1.5689  -0.9095  0.9536
C  -1.6100  -0.0232  -0.0443
N  -2.5382  1.0263  -0.0851
H  -2.3121  -0.8764  1.7436
H  -0.8164  -1.6800  0.9048
H  -0.8960  -0.0110  -0.8611
H  -3.0320  1.2020  0.7688
H  -2.8660  1.4063  -0.9479



## 2
An isolated ion of composition C3H8NS and charge -1, computed with ωB97M-V/def2-TZVPD.

Summary:
Multiplicity: 1
E_HOMO in eV: -2.2
LUMO in eV: 4.344
SMILES string: NCCC[S-]
Charge: -1

Atoms and positions in Å:
C  0.0370  0.2643  0.5306
C  1.2973  1.1753  0.1966
S  0.9352  2.2347  -1.2264
C  -0.2656  -0.7175  -0.5688
N  -1.3696  -1.6113  -0.1030
H  -0.7662  0.9698  0.7757
H  0.2335  -0.4113  1.4891
H  2.2262  0.5871  0.1931
H  1.3442  1.9907  0.9891
H  0.5898  -1.4850  -0.9214
H  -0.3958  -0.0577  -1.5390
H  -1.6929  -1.3053  0.7893
H  -2.1733  -1.6339  -0.6049



## 3
A 2-piece molecular cluster, C3H8NS overall, computed with ωB97M-V/def2-TZVPD.

Summary:
Multiplicity: 1
E_HOMO in eV: -2.5
LUMO in eV: 3.993
Charge: -1

Atoms and positions in Å:
C  0.8044  1.9738  -1.7101
S  -0.2086  2.0761  -0.1922
H  1.8680  1.7817  -1.5876
H  0.7385  2.8741  -2.3304
H  0.4324  1.1308  -2.2999
C  -0.3337  -3.1350  1.6192
C  -0.5500  -2.3946  0.5206
N  0.1432  -1.2621  0.1662
H  0.1041  -2.7377  2.5312
H  -0.6493  -4.1680  1.6299
H  -1.3421  -2.6831  -0.1655
H  -0.2041  -0.3270  -0.0682
H  1.1150  -1.3419  0.4080



## 4
A 2-piece molecular cluster, C3H8NS overall, computed with ωB97M-V/def2-TZVPD.

Summary:
Multiplicity: 1
E_HOMO in eV: -2.8
LUMO in eV: 4.219
Charge: -1

Atoms and positions in Å:
S  -0.4070  -1.5193  2.2003
H  -0.2865  -2.7717  2.6665
C  1.9558  0.0773  -1.0441
C  0.8155  0.5356  -0.5315
N  -0.4214  -0.0963  -0.6244
C  -1.5286  0.7104  -0.1424
H  2.0161  -0.6914  -1.8026
H  2.8872  0.5158  -0.7096
H  0.8440  1.4280  0.1002
H  -0.3975  -0.9706  -0.0846
H  -2.4546  0.1411  -0.1777
H  -1.3925  1.0284  0.9013
H  -1.6305  1.6128  -0.7514



4 wins, 35.3 kJ/mol ahead of the next structure.